(P)
Formula: C34H57FeN4OP2
Source: the Open Molecules 2025 dataset
Level of theory: ωB97M-V/def2-TZVPD

Last column: Löwdin spin population.
Positions of all 99 atoms, in Å:
C: -0.670 -2.177 -1.550  -0.017
C: 1.550 -2.100 -0.749  0.026
C: -0.417 -3.367 -2.234  0.120
C: 1.787 -3.398 -1.283  0.102
C: 0.812 -4.013 -2.049  -0.014
H: -1.207 -3.779 -2.858  0.007
H: 2.761 -3.848 -1.095  0.004
H: 0.990 -4.986 -2.507  -0.003
N: 0.277 -1.569 -0.822  0.120
P: -2.372 -0.555 -0.032  0.044
P: 2.369 0.410 0.272  0.118
C: -2.025 -1.498 -1.608  -0.008
H: -2.045 -0.800 -2.458  -0.003
H: -2.806 -2.245 -1.794  -0.001
C: 0.028 1.570 1.226  -0.051
O: 0.034 2.637 1.716  -0.060
C: 2.536 -1.292 -0.149  0.387
H: 3.482 -1.788 0.091  0.016
C: 3.253 1.187 -1.251  0.055
C: 3.520 0.738 1.788  0.020
C: -3.658 0.797 -0.460  0.007
C: -3.202 -1.963 0.952  0.015
C: 2.780 2.641 -1.305  0.005
H: 3.019 3.202 -0.393  0.000
H: 3.266 3.148 -2.154  0.002
H: 1.694 2.685 -1.453  0.000
C: 4.784 1.098 -1.196  0.009
H: 5.234 1.656 -0.370  0.000
H: 5.121 0.054 -1.165  0.001
H: 5.177 1.534 -2.128  0.002
C: 2.829 0.436 -2.517  0.009
H: 3.339 0.879 -3.386  0.000
H: 3.101 -0.625 -2.471  0.005
H: 1.751 0.503 -2.686  0.000
C: 3.836 2.244 1.860  0.002
H: 2.909 2.836 1.880  0.000
H: 4.372 2.440 2.801  0.000
H: 4.472 2.604 1.045  0.000
C: 2.798 0.378 3.085  0.001
H: 1.861 0.930 3.204  0.000
H: 2.582 -0.691 3.149  0.001
H: 3.450 0.638 3.934  0.000
C: 4.799 -0.110 1.761  0.006
H: 5.455 0.092 0.911  0.000
H: 5.374 0.120 2.671  0.001
H: 4.571 -1.182 1.778  0.000
C: -3.535 -1.416 2.344  0.001
H: -3.984 -2.225 2.938  0.000
H: -2.634 -1.075 2.861  0.000
H: -4.248 -0.583 2.323  0.000
C: -2.204 -3.122 1.089  0.000
H: -2.131 -3.720 0.171  0.000
H: -1.205 -2.767 1.351  0.000
H: -2.538 -3.788 1.897  0.000
C: -4.470 -2.539 0.285  0.005
H: -4.659 -3.531 0.724  0.001
H: -5.362 -1.935 0.479  0.000
H: -4.366 -2.682 -0.798  0.000
C: -3.654 1.033 -1.970  0.001
H: -4.026 0.165 -2.532  0.000
H: -4.317 1.881 -2.202  0.000
H: -2.652 1.288 -2.329  0.000
C: -3.198 2.076 0.262  0.000
H: -2.236 2.441 -0.119  -0.001
H: -3.948 2.864 0.094  0.000
H: -3.104 1.923 1.347  0.000
C: -5.107 0.497 -0.050  0.001
H: -5.536 -0.327 -0.632  0.000
H: -5.224 0.305 1.022  0.000
H: -5.710 1.391 -0.281  0.000
Fe: -0.040 0.102 0.221  2.958
N: -0.307 1.037 -1.383  0.028
C: -0.209 1.630 -2.387  0.004
C: -0.313 2.603 -3.554  0.000
C: 0.801 2.279 -4.547  0.001
C: -1.648 2.483 -4.294  0.000
C: -0.173 4.045 -3.060  -0.002
H: 1.788 2.446 -4.098  0.000
H: 0.724 1.233 -4.872  0.000
H: 0.720 2.919 -5.435  0.000
H: -2.483 2.866 -3.696  0.000
H: -1.608 3.092 -5.208  0.000
H: -1.849 1.447 -4.595  0.000
H: -0.233 4.731 -3.918  0.000
H: -0.985 4.303 -2.367  0.000
H: 0.788 4.217 -2.562  0.000
N: 0.179 -2.575 6.319  -0.001
C: 0.146 -2.043 5.075  -0.001
C: 0.687 -2.742 3.972  0.003
C: 0.625 -2.162 2.711  0.006
N: 0.017 -0.972 2.483  0.056
C: -0.489 -0.296 3.536  0.004
C: -0.434 -0.778 4.839  0.002
H: 0.581 -3.485 6.489  0.000
H: -0.210 -2.085 7.111  0.000
H: 1.143 -3.724 4.095  0.000
H: 1.075 -2.675 1.854  0.002
H: -0.967 0.667 3.341  0.001
H: -0.850 -0.187 5.654  0.000

- ⟨S²⟩ = 6.16
- frontier orbital gap (spin up / spin down) (Ha) = 0.2552 / 0.1976
- 2S+1 = 5
- net charge = +1

---

(Q)
Formula: C34H57FeN4OP2
Source: the Open Molecules 2025 dataset
Level of theory: ωB97M-V/def2-TZVPD

Last column: Löwdin spin population.
Positions of all 99 atoms, in Å:
C: 2.534 -1.270 -1.242  -0.021
C: 1.721 0.755 -2.226  0.014
C: 3.474 -1.409 -2.271  0.109
C: 2.493 0.491 -3.382  0.092
C: 3.393 -0.563 -3.383  -0.024
H: 4.229 -2.197 -2.208  0.006
H: 2.374 1.096 -4.284  0.004
H: 4.065 -0.710 -4.238  -0.004
N: 1.664 -0.225 -1.234  0.133
P: 0.803 -2.350 0.697  0.044
P: 0.401 2.284 -0.357  0.068
C: 2.489 -2.289 -0.081  -0.003
H: 2.718 -3.321 -0.399  -0.001
H: 3.249 -2.056 0.685  -0.001
C: 1.103 2.040 -2.023  0.477
H: 0.721 2.591 -2.919  0.014
C: -1.324 3.215 -0.247  0.016
C: 1.888 3.457 -0.153  0.033
C: -0.217 -3.517 -0.445  0.007
C: 1.102 -3.212 2.373  0.012
C: -2.434 2.359 0.380  0.003
H: -2.176 2.078 1.406  0.000
H: -3.360 2.960 0.417  0.001
H: -2.662 1.451 -0.188  0.000
C: -1.206 4.446 0.663  0.001
H: -0.889 4.137 1.669  0.000
H: -0.527 5.212 0.274  0.000
H: -2.200 4.913 0.769  0.000
C: -1.724 3.543 -1.666  0.005
H: -2.670 4.119 -1.663  0.001
H: -0.991 4.158 -2.214  0.000
H: -1.884 2.600 -2.217  0.002
C: 1.957 3.971 1.276  0.007
H: 2.001 3.123 1.981  0.001
H: 2.894 4.551 1.352  0.002
H: 1.102 4.614 1.523  0.000
C: 3.162 2.638 -0.444  0.017
H: 3.211 1.739 0.186  0.000
H: 3.222 2.315 -1.493  0.007
H: 4.046 3.262 -0.268  0.001
C: 1.715 4.583 -1.209  0.016
H: 1.440 4.171 -2.199  0.005
H: 0.953 5.318 -0.908  0.001
H: 2.701 5.054 -1.333  0.001
C: -0.239 -3.636 3.001  0.001
H: -0.053 -3.992 4.027  0.000
H: -0.920 -2.775 3.075  0.000
H: -0.761 -4.440 2.466  0.000
C: 1.748 -2.182 3.309  0.001
H: 2.691 -1.787 2.908  0.000
H: 1.072 -1.351 3.539  0.000
H: 1.992 -2.694 4.256  0.000
C: 2.095 -4.385 2.238  0.004
H: 3.016 -4.069 1.727  0.000
H: 2.380 -4.696 3.256  0.001
H: 1.687 -5.262 1.724  0.000
C: 0.087 -3.178 -1.911  0.000
H: 1.102 -3.475 -2.211  0.000
H: -0.612 -3.734 -2.558  0.000
H: -0.021 -2.111 -2.143  0.000
C: -1.710 -3.287 -0.149  0.001
H: -2.009 -2.262 -0.391  0.000
H: -2.325 -3.947 -0.786  0.000
H: -1.976 -3.463 0.904  0.000
C: 0.129 -5.004 -0.227  0.003
H: 1.200 -5.206 -0.369  0.000
H: -0.188 -5.379 0.753  0.000
H: -0.411 -5.601 -0.980  0.001
Fe: 0.406 0.006 0.353  3.009
C: 1.713 0.361 1.518  -0.086
O: 2.489 0.760 2.317  -0.084
N: -1.264 -0.319 -0.996  0.027
C: -1.726 -0.048 -2.053  0.015
C: -2.114 0.132 -3.478  0.002
C: -1.433 1.222 -4.341  0.005
C: -1.712 -1.213 -4.106  0.000
C: -3.632 0.405 -3.365  0.001
H: -1.584 2.228 -3.944  0.001
H: -0.355 1.037 -4.434  0.001
H: -1.894 1.179 -5.345  0.000
H: -2.025 -2.066 -3.487  0.000
H: -2.100 -1.364 -5.117  0.000
H: -0.613 -1.219 -4.172  0.000
H: -4.011 1.003 -4.206  0.000
H: -4.153 -0.561 -3.301  0.000
H: -3.864 0.981 -2.447  0.000
N: -2.795 0.541 6.198  0.000
C: -2.247 0.473 4.955  0.000
C: -2.603 -0.539 4.028  0.002
C: -1.937 -0.606 2.808  0.003
N: -0.953 0.254 2.458  0.040
C: -0.646 1.251 3.317  0.003
C: -1.246 1.385 4.567  0.001
H: -3.462 -0.137 6.536  0.000
H: -2.475 1.232 6.860  0.000
H: -3.332 -1.310 4.289  0.000
H: -2.203 -1.392 2.101  0.000
H: 0.125 1.971 3.019  0.001
H: -0.889 2.147 5.256  0.000

- ⟨S²⟩ = 6.19
- frontier orbital gap (spin up / spin down) (Ha) = 0.2614 / 0.2049
- 2S+1 = 5
- net charge = +1

---

Bottom line: (P), by a margin of 0.828 eV.